<w>
Below is a cluster of 2 separate species, C5H12NS2 in total, with properties calculated with the ωB97M-V functional and the def2-TZVPD basis.

Values from the calculation:
Total charge = +1
HOMO-LUMO gap (alpha / beta) = 8.02 / 8.02 eV
LUMO energy (alpha / beta) = -0.164 / -0.164 Eh

Cartesian coordinates (Å):
1 H 1.2060 -1.2207 -1.9011
2 H -1.9365 -2.1156 1.6466
3 H -0.7589 -1.4547 -0.9439
4 C 1.8315 -0.5306 -1.5184
5 S -1.7863 1.6348 0.4863
6 N -0.8312 -1.1198 -0.0303
7 S 0.5594 0.3253 1.9992
8 H -1.2798 -3.2100 0.2288
9 H 2.5846 -0.8765 -0.9073
10 H 1.7586 1.9651 -0.2601
11 C 0.6577 2.2862 -0.2771
12 H -1.7983 -0.6321 0.1104
13 C 0.2918 -0.1837 0.2752
14 H -1.7563 2.7805 1.1381
15 H -0.2632 -2.5436 1.6190
16 C -1.0998 -2.3316 0.9245
17 H 1.8218 0.3530 -1.9806
18 H 0.2429 2.3739 -1.3183
19 C -0.1089 1.2069 0.4418
20 H 0.6647 3.2928 0.2672

=====

<x>
Below is a cluster of 2 separate species, C5H12NS2 in total, with properties calculated with the ωB97M-V functional and the def2-TZVPD basis.

Values from the calculation:
Total charge = +1
HOMO-LUMO gap = 6.82 eV
LUMO energy = -0.179 Eh

Cartesian coordinates (Å):
1 H 0.1282 -3.1840 -2.1423
2 H -2.0527 0.2887 2.0237
3 H 2.3965 0.5455 1.6997
4 H -0.7722 2.4800 -1.2915
5 H -1.6722 0.5540 3.8247
6 H -1.9346 1.3117 -1.9894
7 H 1.4135 -1.9754 -2.2540
8 C -0.0300 0.3287 2.5858
9 N 0.4622 0.1531 1.2582
10 C -1.3237 0.3697 2.8182
11 C 0.5761 -2.3289 -1.6546
12 H 2.0215 -0.0573 -0.0473
13 H 0.7538 0.3660 3.3259
14 H -0.2129 -0.1645 0.5338
15 H 0.9171 -2.6353 -0.6657
16 S 0.3300 0.5706 -2.2855
17 S -0.7041 -1.0548 -1.4972
18 C -0.9809 1.8251 -2.1311
19 C 1.6908 0.2250 0.9431
20 H -1.0063 2.3821 -3.0545

=====

<y>
Below is the ion C5H12NS2 with charge +1, with properties calculated with the ωB97M-V functional and the def2-TZVPD basis.

Values from the calculation:
Total charge = +1
Structure (SMILES) = SC(S)[NH+]1CCCC1
HOMO-LUMO gap = 11.05 eV
LUMO energy = -0.109 Eh

Cartesian coordinates (Å):
1 H -0.7776 1.4284 -1.4101
2 C 1.3526 -0.2008 -0.7911
3 H 1.3659 2.0087 -1.0041
4 H -0.6713 1.8600 2.0833
5 H 0.1490 -2.1179 -0.3183
6 H -0.2904 -1.2372 -1.7083
7 H -1.9418 -0.2361 -0.1956
8 C 0.0814 -1.0875 -0.7558
9 H 1.7901 -0.3519 -1.8088
10 S -1.3148 0.8445 2.7030
11 S -1.1808 -2.1426 2.0829
12 C -0.5314 -0.4666 1.7368
13 H 0.6216 -0.2812 1.5898
14 C 1.0013 1.1504 -0.3362
15 H 1.2924 1.4080 0.6023
16 H -1.1274 1.9705 0.2279
17 H 2.0842 -0.6161 -0.0704
18 C -0.5255 1.1979 -0.4057
19 H -2.3871 -1.7849 2.2951
20 N -0.9413 -0.2534 0.0090

=====

The computed energies, referenced to the most stable structure and given in eV, are <w> 3.463; <x> 0.000; <y> 0.454.

=====

<w>
Below is the molecule C4H4S2, with properties calculated with the ωB97M-V functional and the def2-TZVPD basis.

Values from the calculation:
Total charge = 0
Structure (SMILES) = C#C[C@H](S)C=S
HOMO-LUMO gap = 8.46 eV
LUMO energy = -0.012 Eh

Cartesian coordinates (Å):
1 H 0.1394 -0.6255 -1.6802
2 C -0.1532 -0.7119 -0.5610
3 S -1.0882 -1.9992 -0.1012
4 C -0.8323 1.9969 -0.1875
5 H 1.0379 0.1786 1.2586
6 C 1.1606 -0.3861 0.1526
7 H -0.9879 3.1219 0.4186
8 C -0.7263 0.7503 -0.2645
9 S 2.6544 -0.6978 -0.1803
10 H -1.2045 -1.6271 1.1449

=====

<x>
Below is the molecule C4H4S2, with properties calculated with the ωB97M-V functional and the def2-TZVPD basis.

Values from the calculation:
Total charge = 0
Structure (SMILES) = C1=CSC=CS1
HOMO-LUMO gap = 8.32 eV
LUMO energy = 0.026 Eh

Cartesian coordinates (Å):
1 H -1.3139 2.2573 0.2743
2 S 1.7134 0.0019 -0.3978
3 C -0.6703 -1.3995 -0.0130
4 H 1.2739 -2.2594 0.2407
5 H -1.2258 -2.3220 0.1276
6 H 1.2610 2.2957 0.1789
7 C 0.6445 1.4173 -0.0282
8 S -1.6544 -0.0104 -0.4066
9 C -0.6922 1.4022 0.0043
10 C 0.6637 -1.3831 0.0196

=====

<y>
Below is the molecule C4H4S2, with properties calculated with the ωB97M-V functional and the def2-TZVPD basis.

Values from the calculation:
Total charge = 0
HOMO-LUMO gap = 8.18 eV
LUMO energy = -0.028 Eh

Cartesian coordinates (Å):
1 C 1.6989 2.1549 -0.4398
2 H 0.9266 -0.5342 1.2170
3 C 0.8687 1.1389 -0.2385
4 S 0.6063 0.5933 -1.9783
5 H -0.3259 -1.8489 -0.2360
6 C 0.2539 0.1287 0.7598
7 S -1.3673 -0.0022 -1.4253
8 H -1.6793 -1.2842 0.6944
9 C -0.7879 -0.9777 0.1541
10 H -0.1939 0.6314 1.4925

=====

The computed energies, referenced to the most stable structure and given in eV, are <w> 3.879; <x> 0.000; <y> 3.367.

=====

<w>
Below is a cluster of 2 separate species, C10H16 in total, with properties calculated with the ωB97M-V functional and the def2-TZVPD basis.

Values from the calculation:
Total charge = 0
Structure (SMILES) = Cc1ccccc1.CCC
HOMO-LUMO gap = 10.06 eV
LUMO energy = 0.037 Eh

Cartesian coordinates (Å):
1 H -0.6023 3.2589 1.7199
2 C -1.5323 -2.3193 -0.0748
3 H 0.4186 0.2091 -2.4708
4 H 0.5073 -3.0491 0.4274
5 H 1.3066 1.5848 -3.0920
6 H 0.9585 1.8212 2.9368
7 C 0.7839 1.5991 -0.9136
8 H -1.9511 -1.7210 -0.8738
9 C 0.9432 1.8049 1.8540
10 H -1.6934 -2.2704 2.1140
11 H -0.5841 3.1522 -0.8703
12 C 0.5480 1.2910 -2.3629
13 C -0.0640 -2.6228 -0.4003
14 H 0.0102 -3.3368 -1.2279
15 H -2.6079 -0.9847 1.2094
16 H 2.5304 0.4744 1.8111
17 H -2.0413 -3.2880 -0.0611
18 C -0.0580 2.4689 -0.2081
19 H -0.8951 -0.8773 1.3925
20 H -0.3558 1.7668 -2.7517
21 C -0.0156 2.5324 1.1689
22 C 1.6473 0.7857 -0.1894
23 C 1.7525 0.8882 1.1803
24 C -1.7091 -1.5938 1.2660
25 H 0.3926 -1.7305 -0.8118
26 H 2.3109 0.1561 -0.7714

=====

<x>
Below is a cluster of 2 separate species, C10H16 in total, with properties calculated with the ωB97M-V functional and the def2-TZVPD basis.

Values from the calculation:
Total charge = 0
Structure (SMILES) = Cc1ccccc1.CCC
HOMO-LUMO gap = 9.86 eV
LUMO energy = 0.035 Eh

Cartesian coordinates (Å):
1 C 0.4838 0.1029 2.4776
2 C -0.6754 2.2939 1.0264
3 C 0.6680 -1.3219 -2.7864
4 C -1.5303 -1.3337 2.1686
5 C -0.8330 -0.8025 -2.4755
6 H -1.0846 0.1816 -3.0085
7 H 1.1174 -0.6734 3.0437
8 H 1.8794 -0.7102 -1.0967
9 C 1.7218 -0.3642 -2.0906
10 H 0.9704 -2.3516 -2.5891
11 H 2.8949 -0.2794 -2.6227
12 H -2.3406 1.0181 0.7364
13 C -0.8613 -0.0396 1.9674
14 H 0.8211 -1.1145 -3.8559
15 C 1.1488 1.2602 2.2351
16 C 0.5480 2.3926 1.5885
17 H 1.2544 3.1627 1.4483
18 H -2.7087 -1.1487 2.3123
19 H -1.1054 -2.0768 2.8494
20 H 1.5472 0.6882 -2.2300
21 C -1.3917 0.9966 1.2340
22 H -0.8921 -0.8617 -1.2959
23 H -1.3745 -1.8037 1.0662
24 H -1.5535 -1.6262 -2.6627
25 H -1.0072 3.0493 0.1852
26 H 2.3031 1.3619 2.3747

=====

The computed energies, referenced to the most stable structure and given in eV, are <w> 0.000; <x> 2.442.

=====

<w>
Below is a cluster of 2 separate species, C10H16 in total, with properties calculated with the ωB97M-V functional and the def2-TZVPD basis.

Values from the calculation:
Total charge = 0
Structure (SMILES) = Cc1ccccc1.CCC
HOMO-LUMO gap = 10.02 eV
LUMO energy = 0.037 Eh

Cartesian coordinates (Å):
1 C 1.2321 2.1885 0.4035
2 C -2.8711 -1.1197 1.9877
3 H 3.6814 2.0068 -0.6684
4 C -1.6201 -1.7818 1.4388
5 H 0.6260 -1.3652 -2.5386
6 C 0.8379 0.2343 -1.1354
7 H 1.3266 3.2264 0.0794
8 H -3.6140 -0.4766 0.0887
9 C 3.0298 1.2388 -1.0566
10 H -4.5285 0.1599 1.4272
11 H -3.6215 -1.8891 2.1465
12 C 2.6440 -0.6835 -2.4676
13 H -1.8186 -2.4675 0.6271
14 H -2.9891 0.9010 1.1107
15 H -1.0255 -2.2874 2.2034
16 C 1.3007 -0.6419 -2.1158
17 C 3.4973 0.2769 -1.9446
18 H 2.9942 -1.5140 -3.0677
19 H 4.5204 0.3816 -2.2778
20 H 0.1764 2.0321 0.6462
21 H -0.9045 -1.0381 1.0655
22 H -0.1734 0.1201 -0.7742
23 H 1.7632 2.1033 1.3544
24 H -2.6590 -0.7258 2.9800
25 C -3.5108 -0.0588 1.0971
26 C 1.7060 1.1796 -0.6094

=====

<x>
Below is a cluster of 2 separate species, C10H16 in total, with properties calculated with the ωB97M-V functional and the def2-TZVPD basis.

Values from the calculation:
Total charge = 0
Structure (SMILES) = Cc1ccccc1.CCC
HOMO-LUMO gap = 10.11 eV
LUMO energy = 0.035 Eh

Cartesian coordinates (Å):
1 C -1.1152 2.5707 1.9944
2 H 2.5559 -1.0996 -2.9321
3 C 1.4356 -2.5551 -0.6608
4 H -3.3858 2.6413 0.2101
5 H 1.2087 -1.6682 -0.1284
6 C -0.8677 0.5880 0.8261
7 C -0.0634 2.2433 2.8605
8 H 0.2831 2.9663 3.6216
9 H -2.8954 1.2333 -0.4960
10 H 2.6469 -2.4546 -0.7243
11 H -2.0326 2.5937 -0.9474
12 C 0.7856 -2.5202 -2.0668
13 H 1.3764 0.6900 3.4104
14 H -1.2238 -0.2474 0.1775
15 C 0.5615 1.0085 2.6231
16 H 0.7411 -0.6983 1.4861
17 H 0.9377 -0.5159 -2.8712
18 C -2.5079 2.0764 -0.0644
19 C -1.6129 1.7032 1.0192
20 H 1.4101 -1.8546 -4.0602
21 H -0.2937 -2.0616 -1.7305
22 H 0.4778 -3.5095 -2.3607
23 H -1.5176 3.4718 2.2622
24 C 1.5075 -1.4120 -3.0391
25 H 1.4277 -3.3195 -0.0802
26 C 0.1601 0.1301 1.6707

=====

<y>
Below is a cluster of 2 separate species, C10H16 in total, with properties calculated with the ωB97M-V functional and the def2-TZVPD basis.

Values from the calculation:
Total charge = 0
Structure (SMILES) = Cc1ccccc1.CCC
HOMO-LUMO gap = 10.12 eV
LUMO energy = 0.036 Eh

Cartesian coordinates (Å):
1 H -1.3643 1.8039 1.4793
2 H 1.1782 2.3319 1.5720
3 C 0.6654 -2.5783 1.0121
4 H 0.4988 2.7298 3.0634
5 C -0.1192 -3.1123 -0.0379
6 H -1.2718 -2.6006 -1.8670
7 C -1.1042 3.3645 0.0475
8 C 0.0762 -1.0488 -1.2951
9 H 0.1877 0.6241 -2.6848
10 H -0.7510 -3.9921 -0.0277
11 H -0.0795 3.5032 -0.4133
12 C -1.0388 2.8410 1.4910
13 H -1.6706 3.5252 2.0900
14 H 0.4257 -0.8032 -3.4838
15 C -0.1513 -0.4174 -2.6486
16 H 0.8094 3.9889 1.8197
17 H 1.6561 -0.9453 1.6833
18 H 0.8156 -3.0524 1.9609
19 H -1.2272 -0.2742 -2.8454
20 H 1.4151 0.4081 -0.3904
21 C 0.4131 2.9975 2.0033
22 C 1.2315 -1.3898 0.7516
23 C 0.9288 -0.5627 -0.3562
24 C -0.4762 -2.4108 -1.1705
25 H -1.5459 4.3431 -0.0751
26 H -1.4298 2.5108 -0.5709

=====

<z>
Below is a cluster of 2 separate species, C10H16 in total, with properties calculated with the ωB97M-V functional and the def2-TZVPD basis.

Values from the calculation:
Total charge = 0
Structure (SMILES) = CCc1ccccc1.CC
HOMO-LUMO gap = 10.06 eV
LUMO energy = 0.036 Eh

Cartesian coordinates (Å):
1 H -0.5157 -0.5364 0.6132
2 H 2.9573 0.9920 -0.0688
3 C -2.2586 0.5134 1.2704
4 C -0.9701 0.4430 0.7259
5 H 1.4835 -3.6502 -2.3114
6 C 0.8920 1.4319 -0.6604
7 H -4.0098 1.7018 1.5310
8 H -2.6277 -0.3964 1.7330
9 H 0.9752 0.4607 -1.1463
10 C -0.4265 1.5200 0.0562
11 C -2.4498 2.7822 0.5196
12 C -1.1873 2.6881 -0.0272
13 H -0.2129 -4.3439 -0.6886
14 C -3.0020 1.6568 1.1207
15 H -3.0129 3.7022 0.4885
16 H 2.5605 -3.8500 -1.0219
17 H 1.0025 -4.1744 0.6055
18 C 2.1141 1.6072 0.2516
19 H 0.0143 -2.8185 0.0517
20 C 0.5538 -3.7050 -0.2648
21 H 2.4418 2.6320 0.4024
22 H -0.7179 3.5761 -0.4299
23 H 0.9153 2.1775 -1.4500
24 H 1.9064 1.1925 1.2413
25 H 1.9369 -2.2788 -1.2587
26 C 1.6375 -3.3238 -1.2832

=====

The computed energies, referenced to the most stable structure and given in eV, are <w> 0.000; <x> 2.659; <y> 1.295; <z> 0.203.